DFT (wB97M-V/def2-TZVPD) results for 2 unconnected molecules or ions with the total composition C4H7N3O in a non-equilibrium geometry.

Geometry as ORCA input:
```
! RIJCOSX wB97M-V def2-TZVPD def2/J DEFGRID3
* xyz 0 1
C -0.055 1.535 0.480
C -0.177 -0.937 -0.033
C -1.373 -0.915 0.576
C 1.337 -0.243 -2.473
H -0.308 0.349 3.214
H -0.180 2.417 -0.254
H 0.299 -1.943 -0.195
H -1.990 -1.714 0.879
H -1.649 0.128 1.118
H 1.368 0.092 -3.558
H 1.675 -1.563 -1.719
N -0.343 1.396 1.694
N 0.523 0.287 -0.340
N 0.708 0.820 -1.732
O 0.166 0.292 2.341
*
```

As for the energy relative to the best compared isomer or geometry (same formula, charge and spin): 216.15 kcal per mole. The value obtained for the HOMO-LUMO gap is 0.331 hartree.

DFT (wB97M-V/def2-TZVPD) results for a molecular structure, C4H7N3O in a non-equilibrium geometry.

Geometry as ORCA input:
```
! RIJCOSX wB97M-V def2-TZVPD def2/J DEFGRID3
* xyz 0 1
C -1.012 0.929 0.335
C -1.422 -0.293 -0.317
C -0.507 -0.779 -1.209
C 1.085 -0.271 -1.510
H -0.895 -1.208 2.161
H 0.413 0.174 2.849
H -1.587 1.815 -0.074
H -2.382 -0.578 -0.489
H -0.868 -1.609 -1.711
H 2.478 1.148 -0.856
H 1.670 0.214 0.583
N 0.113 -0.417 1.839
N -0.425 0.967 1.461
N 1.746 0.601 -0.490
O 1.592 -0.690 -2.573
*
```

As for the energy relative to the best compared isomer or geometry (same formula, charge and spin): 141.55 kcal per mole. The value obtained for the HOMO-LUMO gap is 0.358 hartree.